No. 1
ORCA calculation (wB97M-V/def2-TZVPD) on a structure of composition C5H9N3 at a distorted geometry.

```
! wB97M-V def2-TZVPD RIJCOSX def2/J DEFGRID3
* xyz 0 1
C -0.1018 -1.8797 -1.4555
C -0.8662 0.9715 -0.8193
C 0.0057 1.7982 1.2915
C 0.4702 0.6305 2.1365
C 0.5546 -0.3400 2.8070
H -0.8963 -2.1357 -0.3773
H -0.5422 -2.5013 -2.3696
H 0.9257 -2.3331 -0.9487
H 0.6896 -0.4491 -2.4986
H 0.7390 0.1286 0.0283
H -1.5900 0.7284 -1.6351
H 0.7811 2.3778 0.7354
H -0.1789 2.4075 2.0613
H 0.8618 -0.8992 3.8301
N -0.0379 -0.4506 -1.9991
N 0.3593 0.4247 -1.0496
N -1.1737 1.5215 0.2627
*
```

Its HOMO-LUMO gap is 10.043 eV. For the LUMO energy, the calculation gives 0.9 eV.

Mulliken charges in e:
1. C -0.72
2. C 0.09
3. C -0.59
4. C -0.47
5. C 0.13
6. H 0.23
7. H 0.29
8. H 0.26
9. H 0.18
10. H 0.29
11. H 0.43
12. H 0.32
13. H 0.40
14. H 0.31
15. N -0.29
16. N -0.30
17. N -0.56


No. 2
ORCA calculation (wB97M-V/def2-TZVPD) on an isolated molecule of C5H9N3 at a distorted geometry.

```
! wB97M-V def2-TZVPD RIJCOSX def2/J DEFGRID3
* xyz 0 1
C 2.3773 0.7269 -1.5943
C -0.6876 -0.5981 -0.3204
C 1.4366 -0.0575 -1.2992
C -0.6097 -0.6045 2.1713
C -0.4059 0.2565 0.9780
N -1.4707 0.2550 -1.2655
N 0.6108 -0.9053 -0.9747
N -1.8980 1.3291 -1.0837
H 3.2809 0.7303 -0.8955
H 2.2034 1.3890 -2.4701
H -1.2453 -1.5984 -0.3232
H -1.5312 -0.5877 2.6428
H -0.2651 -1.5807 2.1072
H 0.0152 -0.2334 3.0198
H -0.9403 1.2207 0.8253
H 0.7214 0.4298 0.7586
H -1.5917 -0.1717 -2.2764
*
```

Its HOMO-LUMO gap is 9.000 eV. For the LUMO energy, the calculation gives 0.9 eV.

Mulliken charges in e:
1. C -1.05
2. C -0.03
3. C 0.80
4. C -1.45
5. C -0.24
6. N 0.48
7. N -0.51
8. N -0.85
9. H 0.25
10. H 0.24
11. H 0.30
12. H 0.42
13. H 0.42
14. H 0.35
15. H 0.43
16. H 0.13
17. H 0.34


No. 3
ORCA calculation (wB97M-V/def2-TZVPD) on an isolated molecule of C5H9N3 at a distorted geometry.

```
! wB97M-V def2-TZVPD RIJCOSX def2/J DEFGRID3
* xyz 0 1
C 1.6249 2.2913 0.2765
C 0.2812 -0.6752 -1.3016
C -0.2518 -1.4722 -0.3537
C -1.4173 -0.7281 0.1630
C -0.5551 0.2994 0.8640
H 0.9387 2.4957 1.1033
H 2.6642 2.7387 0.3240
H 1.4055 -0.7029 -1.4717
H -0.2498 -0.5737 -2.3517
H 0.3496 -1.6465 0.5821
H -1.5099 -2.5842 0.8868
H -2.1515 -0.3461 -0.6552
H -0.9692 1.3587 1.3229
H -0.0105 -0.4593 1.6126
N 1.2656 1.4102 -0.5045
N 0.1686 0.6626 -0.3406
N -1.5831 -2.0687 -0.1562
*
```

Its HOMO-LUMO gap is 9.190 eV. For the LUMO energy, the calculation gives 0.8 eV. The structure (SMILES) is C=NN1C[C@@H]2N[C@H]2C1.

Mulliken charges in e:
1. C -0.38
2. C -0.66
3. C 0.07
4. C 0.01
5. C -0.61
6. H 0.22
7. H 0.24
8. H 0.30
9. H 0.24
10. H 0.28
11. H 0.31
12. H 0.33
13. H 0.40
14. H 0.09
15. N -0.66
16. N 0.42
17. N -0.59


No. 4
ORCA calculation (wB97M-V/def2-TZVPD) on a structure of composition C5H9N3 at a distorted geometry.

```
! wB97M-V def2-TZVPD RIJCOSX def2/J DEFGRID3
* xyz 0 1
C 1.9552 0.0236 -0.1608
C 0.8588 -0.5919 0.7783
C -0.4587 0.1339 0.7016
C -1.0275 0.2860 -0.7244
N -2.0803 1.1299 -0.9827
C -1.8524 -0.8753 -0.1437
N -1.6102 -0.9332 1.0962
N 2.2937 1.3425 0.1654
H 1.7363 -0.1087 -1.2269
H 2.8006 -0.6343 0.1082
H 1.2202 -0.7905 1.7843
H 0.6944 -1.6232 0.4496
H -0.4117 0.0139 -1.5753
H -2.8649 1.0471 -0.3365
H -2.5267 -1.3700 -0.8375
H -0.4620 1.0015 1.3543
H 1.7352 1.9486 -0.4501
*
```

Its HOMO-LUMO gap is 3.618 eV. For the LUMO energy, the calculation gives -3.4 eV.

Mulliken charges in e:
1. C -0.44
2. C -0.84
3. C 0.30
4. C 0.22
5. N -0.69
6. C -0.39
7. N -0.61
8. N -0.59
9. H 0.36
10. H 0.34
11. H 0.35
12. H 0.31
13. H 0.34
14. H 0.28
15. H 0.43
16. H 0.35
17. H 0.28


No. 5
ORCA calculation (wB97M-V/def2-TZVPD) on an isolated molecule of C5H9N3 at a distorted geometry.

```
! wB97M-V def2-TZVPD RIJCOSX def2/J DEFGRID3
* xyz 0 1
C 0.0263 1.2381 1.8792
C -0.2231 0.4169 0.6659
C -1.3338 0.2393 -0.1509
N 1.9616 -0.5950 0.2907
C -0.2911 -1.0659 -0.9729
C 0.0967 -0.7558 -2.2544
N 0.5704 -0.5976 0.2059
N -2.3783 0.8556 -0.4895
H 2.2818 -1.3723 0.8559
H 2.3214 0.2851 0.6397
H -3.0723 0.2498 -0.9295
H -0.6579 -2.0692 -0.7715
H -0.9213 1.6452 2.2307
H 0.6763 2.0901 1.6553
H 0.4868 0.6591 2.6848
H 0.5833 0.1885 -2.4571
H -0.1267 -1.4120 -3.0821
*
```

Its HOMO-LUMO gap (spin up / spin down) is 6.652 / 7.305 eV. For the LUMO energy (spin up / spin down), the calculation gives 0.0 / 0.2 eV.

Mulliken charges in e:
1. C -1.34
2. C 0.40
3. C 0.39
4. N -0.67
5. C -0.15
6. C -0.91
7. N 0.34
8. N -0.74
9. H 0.24
10. H 0.24
11. H 0.26
12. H 0.37
13. H 0.34
14. H 0.31
15. H 0.36
16. H 0.27
17. H 0.30


No. 6
ORCA calculation (wB97M-V/def2-TZVPD) on a cluster of 2 separate species, C5H9N3 in total at a distorted geometry.

```
! wB97M-V def2-TZVPD RIJCOSX def2/J DEFGRID3
* xyz 0 1
C 2.1046 -0.7552 -0.9793
N 1.0106 0.0531 -0.4703
C 0.2739 -0.0618 1.8262
N 1.0299 0.5408 2.4878
H 1.2950 1.0087 -0.2561
H 2.9322 -0.7497 -0.2655
H 1.7853 -1.7905 -1.1224
H 2.4582 -0.3548 -1.9331
C -0.3466 -0.0226 -1.0130
C -2.0256 -0.2205 1.8984
C -1.1034 1.0432 -1.3322
N -0.9180 -0.6107 1.3973
H -0.5097 -0.9690 -1.5237
H -2.1088 0.6517 2.5622
H -2.9597 -0.6837 1.5565
H -0.9907 1.9845 -0.8069
H -1.9272 0.9366 -2.0259
*
```

Its HOMO-LUMO gap is 8.024 eV. For the LUMO energy, the calculation gives 0.0 eV. The structure (SMILES) is C=NC#N.C=CNC.

Mulliken charges in e:
1. C -0.97
2. N -0.22
3. C 0.56
4. N -0.52
5. H 0.26
6. H 0.30
7. H 0.31
8. H 0.34
9. C 0.00
10. C -0.27
11. C -0.83
12. N -0.32
13. H 0.29
14. H 0.27
15. H 0.27
16. H 0.26
17. H 0.26


No. 7
ORCA calculation (wB97M-V/def2-TZVPD) on an isolated molecule of C5H9N3 at a distorted geometry.

```
! wB97M-V def2-TZVPD RIJCOSX def2/J DEFGRID3
* xyz 0 1
C 1.5857 0.3861 -0.7157
C -1.4965 1.7366 1.0377
N 0.7332 1.1364 0.1651
C -0.5550 0.7440 0.4015
C -0.1660 -1.3445 -0.4176
N -0.5761 -2.6542 -0.5195
C 1.0704 -1.0042 -0.8178
N -1.0341 -0.4287 0.1070
H 1.0975 1.9850 0.5766
H -1.4830 -2.7100 -0.0599
H 0.0831 -3.2663 -0.0488
H 1.6128 0.8472 -1.7096
H 2.6043 0.3823 -0.3172
H 1.7279 -1.7485 -1.2505
H -2.1060 1.2369 1.7959
H -0.9426 2.5545 1.5060
H -2.1555 2.1473 0.2670
*
```

Its HOMO-LUMO gap is 8.148 eV. For the LUMO energy, the calculation gives 0.9 eV. The structure (SMILES) is CC1=NC(N)=CCN1.

Mulliken charges in e:
1. C -0.47
2. C -1.06
3. N -0.20
4. C 0.47
5. C 0.53
6. N -0.60
7. C -0.63
8. N -0.61
9. H 0.22
10. H 0.31
11. H 0.25
12. H 0.21
13. H 0.35
14. H 0.35
15. H 0.30
16. H 0.35
17. H 0.23


No. 8
ORCA calculation (wB97M-V/def2-TZVPD) on an isolated molecule of C5H9N3 at a distorted geometry.

```
! wB97M-V def2-TZVPD RIJCOSX def2/J DEFGRID3
* xyz 0 1
C 1.0651 0.0801 1.3739
C -0.0433 0.1918 -1.5587
C -0.7401 1.8744 0.8967
C -0.5593 -0.4352 -0.3302
C -0.0422 0.5124 0.7212
N 1.9963 -0.1801 2.0378
N 0.6841 -2.4211 0.0914
N -0.3280 -1.9021 -0.5277
H -0.5078 -0.3205 -2.4931
H -0.3511 1.2187 -1.6362
H 0.9946 0.1502 -1.5453
H -1.2037 1.8877 1.9720
H 0.0111 2.7408 0.8921
H -1.5062 1.9946 0.2090
H -1.7125 -0.2727 -0.4707
H 1.0208 -3.2783 -0.3194
H 1.2222 -1.8407 0.6873
*
```

Its HOMO-LUMO gap (spin up / spin down) is 9.353 / 6.151 eV. For the LUMO energy (spin up / spin down), the calculation gives 0.9 / -1.0 eV.

Mulliken charges in e:
1. C 0.40
2. C -1.30
3. C -1.33
4. C 0.46
5. C 0.31
6. N -0.54
7. N -0.06
8. N -0.66
9. H 0.30
10. H 0.41
11. H 0.37
12. H 0.32
13. H 0.30
14. H 0.42
15. H 0.24
16. H 0.24
17. H 0.12


No. 9
ORCA calculation (wB97M-V/def2-TZVPD) on an isolated molecule of C5H9N3 at a distorted geometry.

```
! wB97M-V def2-TZVPD RIJCOSX def2/J DEFGRID3
* xyz 0 1
C -2.2322 -0.7563 0.0402
C -0.0875 1.5704 -0.1264
C 0.9744 0.9497 0.6547
C 1.3644 -0.4810 0.3717
C 0.0744 -0.5535 0.8202
H -2.5406 0.0408 0.8626
H -1.9149 -1.6635 0.8068
H -2.8679 -0.8530 -0.7868
H -0.1278 2.5209 -0.3517
H 1.3914 1.6267 1.4194
H 1.7644 -0.9320 1.3325
H 1.2185 -1.3239 -1.4511
H 2.6422 -0.0479 -1.2405
H -0.3129 -0.8409 1.7095
N -0.9129 -0.3952 -0.2875
N -1.0342 0.8206 -0.7363
N 1.9736 -0.8401 -0.8138
*
```

Its HOMO-LUMO gap is 9.023 eV. For the LUMO energy, the calculation gives 0.9 eV. The structure (SMILES) is CN1N=C[C@@H]2[C@H](N)[C@@H]21.

Mulliken charges in e:
1. C -0.73
2. C -0.44
3. C -0.61
4. C 0.35
5. C -0.68
6. H 0.28
7. H 0.23
8. H 0.29
9. H 0.68
10. H 0.32
11. H 0.23
12. H 0.33
13. H 0.27
14. H 0.57
15. N 0.33
16. N -0.81
17. N -0.62


No. 10
ORCA calculation (wB97M-V/def2-TZVPD) on an isolated molecule of C5H9N3O at a distorted geometry.

```
! wB97M-V def2-TZVPD RIJCOSX def2/J DEFGRID3
* xyz 0 1
C -2.2856 -0.3240 -0.0895
C -0.9827 -0.2756 -0.8573
C 0.1394 0.7779 -0.6642
C 1.7892 -0.6607 -0.2656
C 0.3136 -0.6393 -0.0871
H -2.2261 0.0474 0.9367
H -2.6309 -1.3587 0.0043
H -3.0397 0.2522 -0.6479
H -1.0274 -0.4686 -1.9317
H 0.6685 0.8428 -1.6032
H 1.1524 2.4145 -0.0633
H 2.8691 0.7455 0.8296
H -0.0799 0.1413 1.7388
H -0.5591 -1.4821 1.4979
N 0.9100 1.4955 0.2947
N 2.1553 0.7346 0.0954
N 0.1904 -0.7797 1.3548
O 2.6434 -1.4630 -0.5425
*
```

Its HOMO-LUMO gap is 9.574 eV. For the LUMO energy, the calculation gives 0.7 eV. The structure (SMILES) is C[C@H]1[C@H]2NNC(=O)[C@@]21N.

Mulliken charges in e:
1. C -1.54
2. C 0.24
3. C -0.54
4. C -0.08
5. C 0.87
6. H 0.34
7. H 0.37
8. H 0.40
9. H 0.41
10. H 0.31
11. H 0.34
12. H 0.27
13. H 0.30
14. H 0.29
15. N -0.44
16. N -0.28
17. N -0.68
18. O -0.57